C43H43F6N4P3PbS2Si as an isolated structure, computed with ωB97M-V/def2-TZVPD.

Geometry as XYZ:
```
103
Properties=species:S:1:pos:R:3:mulliken_spin:R:1
Pb -0.67080 -1.78023 -0.38429 0.00
S -1.74643 0.85139 1.57827 0.00
P -0.26002 2.21154 1.41893 -0.01
C -0.61960 1.22028 0.06730 0.00
P -1.50315 1.75779 -1.36577 0.00
S -2.40530 0.20395 -2.19048 0.00
C -0.20863 2.46764 -2.42029 0.00
C 1.05204 2.80891 -1.93388 0.00
C 2.01527 3.32997 -2.78906 0.00
C 1.72216 3.51169 -4.13367 0.00
C 0.46741 3.17073 -4.62485 0.00
C -0.49420 2.64836 -3.77374 0.00
C -2.65312 3.11070 -1.03468 0.00
C -2.27853 4.44269 -1.21761 0.00
C -3.16273 5.46220 -0.89806 0.00
C -4.41776 5.15833 -0.38634 0.00
C -4.79144 3.83469 -0.19531 0.00
C -3.91472 2.81050 -0.52289 0.00
C 1.31257 1.92714 2.20632 0.00
C 2.16275 0.94708 1.69694 -0.02
C 3.37982 0.70914 2.31553 0.00
C 3.73853 1.43631 3.44409 0.00
C 2.88592 2.40563 3.95857 0.00
C 1.67264 2.65812 3.33953 0.00
C -0.72584 3.91895 1.62158 0.00
C -2.00153 4.27295 2.05280 0.00
C -2.33517 5.61517 2.15589 0.00
C -1.40565 6.59091 1.82611 0.00
C -0.13468 6.23604 1.38799 0.00
C 0.21147 4.89975 1.28764 0.00
H 1.29991 2.64876 -0.89125 0.00
H 2.99294 3.59431 -2.40403 0.00
H 2.47178 3.91855 -4.80143 0.00
H 0.23956 3.30923 -5.67411 0.00
H -1.46665 2.36526 -4.15998 0.00
H -1.29892 4.68926 -1.60856 0.00
H -2.87278 6.49420 -1.05342 0.00
H -5.11097 5.95553 -0.14465 0.00
H -5.77314 3.59760 0.19547 0.00
H -4.21342 1.77596 -0.40438 0.00
H 1.85695 0.37944 0.82586 0.02
H 4.04755 -0.04664 1.91912 0.00
H 4.69035 1.24880 3.92602 0.00
H 3.16738 2.96601 4.84032 0.00
H 1.00968 3.41765 3.73723 0.00
H -2.72737 3.50538 2.28782 0.00
H -3.32438 5.89649 2.49306 0.00
H -1.67058 7.63759 1.91157 0.00
H 0.58570 7.00060 1.12733 0.00
H 1.20562 4.62193 0.95438 0.00
C 2.48864 -3.91703 -1.49407 0.00
C 2.54389 -3.56831 -0.03838 -0.02
C 3.60519 -4.04024 0.76332 0.23
C 3.62348 -3.75606 2.11572 -0.07
C 2.57148 -3.05218 2.66695 0.20
C 1.52351 -2.59522 1.83013 -0.07
N 1.57843 -2.82920 0.47169 0.13
N 0.45981 -1.92336 2.24147 0.55
Si -0.25912 -1.89176 3.88355 -0.04
C 0.26879 -3.33435 4.94104 0.01
C 0.28293 -0.27537 4.64793 0.04
C -2.10033 -1.95319 3.65737 0.02
H 2.98295 -4.86979 -1.68087 0.00
H 2.99518 -3.15736 -2.09463 0.00
H 1.45365 -3.99396 -1.81977 0.00
H 4.38550 -4.63514 0.30628 0.00
H 4.43358 -4.10996 2.74088 0.00
H 2.53152 -2.83837 3.72547 0.02
H 1.28021 -3.25750 5.34653 0.00
H 0.17453 -4.27772 4.39720 0.00
H -0.41362 -3.37883 5.79568 0.00
H 1.37331 -0.19474 4.71697 0.00
H -0.12357 -0.19551 5.66187 0.00
H -0.08479 0.57554 4.06974 -0.01
H -2.40923 -2.82803 3.08158 0.00
H -2.49054 -1.05783 3.17077 0.00
H -2.56802 -2.02413 4.64554 0.00
N 0.88755 -0.96987 -2.37103 0.00
C 0.89940 -1.78724 -3.55168 0.00
C 1.83032 -1.63531 -4.54001 0.00
C 1.79535 -2.43984 -5.69903 0.00
C 0.80688 -3.36615 -5.86252 0.00
C -0.16936 -3.54771 -4.85493 0.00
C -1.21412 -4.49766 -4.96261 0.00
C -2.10414 -4.64122 -3.94301 0.00
C -1.93929 -3.85771 -2.78275 0.00
N -0.98548 -2.96622 -2.64901 0.00
C -0.11143 -2.77347 -3.68022 0.00
H 1.80256 -0.56654 -2.20241 0.00
H 0.24515 -0.19435 -2.53320 0.00
H 2.59563 -0.87203 -4.43787 0.00
H 2.54870 -2.30162 -6.46399 0.00
H 0.75640 -3.97552 -6.75755 0.00
H -1.28756 -5.10069 -5.85953 0.00
H -2.91384 -5.35594 -3.98659 0.00
H -2.60478 -3.99777 -1.93967 0.00
F -2.29339 -3.65516 0.48626 0.00
P -1.57173 -5.13768 0.84329 0.00
F -0.73835 -4.37934 2.01416 0.01
F -2.75179 -5.44517 1.85937 0.00
F -0.82226 -6.49967 1.14475 0.00
F -0.38188 -4.68684 -0.20790 0.00
F -2.38646 -5.78390 -0.37520 0.00
```

Computed properties:
HOMO energy (alpha / beta)	-10.70 / -10.65	eV
⟨S²⟩	0.80
total charge	+1
2S+1	2
HOMO-LUMO gap (alpha / beta)	7.927 / 6.336	eV
energy relative to the best compared isomer or geometry (same formula, charge and spin)	2.31	kJ/mol
total energy	-4785.537018	a.u.